1.
The following is a quantum chemistry calculation of a cluster of 9 separate species, C21H33Cl12N3O3 in total at a distorted geometry, from the Open Molecules 2025 dataset.

## Properties
Calculated total energy   -6732.11777 Eh
Kohn-Sham gap   7.79 eV
Charge   0
HOMO   -7.7 eV
Largest force on an atom   0.0427 hartree/bohr
2S+1   1
SMILES   ClC(Cl)(Cl)Cl.ClC(Cl)(Cl)Cl.ClC(Cl)(Cl)Cl.c1cc[nH]c1.c1cc[nH]c1.c1cc[nH]c1.CCO.CCO.CCO

Positions of all 72 atoms, in Å:
1 Cl -29.53 -3.21 -0.78
2 C -28.40 -2.90 -2.08
3 Cl -26.99 -1.94 -1.59
4 Cl -27.77 -4.50 -2.63
5 Cl -29.29 -2.18 -3.43
6 Cl -25.65 2.20 -7.40
7 C -24.30 3.11 -6.72
8 Cl -24.81 3.95 -5.26
9 Cl -22.92 2.10 -6.38
10 Cl -23.79 4.32 -7.93
11 Cl -24.88 -0.13 -3.56
12 C -24.51 0.93 -2.23
13 Cl -24.43 -0.01 -0.72
14 Cl -22.98 1.77 -2.45
15 Cl -25.84 2.05 -2.06
16 C -32.48 6.17 -5.49
17 C -31.80 6.07 -4.24
18 C -31.05 4.92 -4.30
19 N -31.14 4.39 -5.56
20 C -31.96 5.18 -6.30
21 H -33.27 6.84 -5.78
22 H -31.63 6.79 -3.45
23 H -30.29 4.57 -3.62
24 H -30.75 3.53 -5.92
25 H -32.06 5.10 -7.37
26 C -26.87 -3.62 -6.40
27 C -26.18 -2.39 -6.19
28 C -25.05 -2.44 -6.98
29 N -25.05 -3.62 -7.68
30 C -26.16 -4.34 -7.34
31 H -27.88 -3.81 -6.10
32 H -26.45 -1.54 -5.60
33 H -24.25 -1.72 -7.05
34 H -24.37 -3.87 -8.37
35 H -26.24 -5.30 -7.82
36 C -33.29 -1.58 -4.98
37 C -33.58 -0.21 -4.77
38 C -32.52 0.54 -5.19
39 N -31.51 -0.32 -5.54
40 C -31.99 -1.60 -5.48
41 H -34.01 -2.37 -4.85
42 H -34.48 0.23 -4.38
43 H -32.40 1.61 -5.20
44 H -30.58 -0.11 -5.86
45 H -31.42 -2.41 -5.92
46 C -27.67 1.13 -4.85
47 C -28.64 2.31 -5.00
48 O -29.76 1.82 -5.75
49 H -27.99 0.31 -4.21
50 H -26.70 1.56 -4.61
51 H -27.44 0.75 -5.85
52 H -28.21 3.12 -5.60
53 H -28.88 2.73 -4.02
54 H -29.48 1.21 -6.45
55 C -28.78 2.07 -0.29
56 C -29.68 1.24 -1.17
57 O -30.56 2.15 -1.86
58 H -28.23 2.80 -0.88
59 H -28.08 1.32 0.11
60 H -29.24 2.58 0.56
61 H -30.39 0.66 -0.56
62 H -29.09 0.63 -1.85
63 H -31.06 1.62 -2.50
64 C -31.49 0.30 -8.21
65 C -30.59 -0.92 -7.94
66 O -29.29 -0.45 -7.52
67 H -30.96 1.07 -8.79
68 H -31.70 0.77 -7.25
69 H -32.37 0.07 -8.81
70 H -30.54 -1.42 -8.91
71 H -31.04 -1.55 -7.17
72 H -28.70 -1.05 -7.99

Atom charges from the Löwdin analysis, given in e for atoms 1 to 4: 0.552, -2.008, 0.501, 0.492


2.
The following is a quantum chemistry calculation of a structure of composition C26H50CrNP3S at a distorted geometry, from the Open Molecules 2025 dataset.

## Properties
Calculated total energy   -3541.17000 Eh
Kohn-Sham gap (alpha / beta)   5.02 / 7.14 eV
Charge   +3
HOMO (alpha / beta)   -15.3 / -15.8 eV
Largest force on an atom   0.0459 hartree/bohr
Relative energy (zero: lowest compared OMol25 entry of this formula, charge and spin)   0.000 eV
2S+1   4

Positions of all 82 atoms, in Å:
1 Cr 0.75 -0.47 -0.07
2 P -0.99 -2.28 0.86
3 P 2.91 -0.12 1.07
4 P 1.63 -2.43 -1.30
5 H -2.57 1.60 -2.36
6 C -3.37 0.87 -2.57
7 C -3.98 0.18 -1.58
8 H -3.57 0.16 -0.57
9 C -2.46 -1.62 1.74
10 C -0.37 -3.45 2.14
11 C -1.86 -3.40 -0.30
12 C 3.85 1.21 0.23
13 C 3.00 0.49 2.78
14 C 4.13 -1.48 1.16
15 C 0.45 -2.78 -2.65
16 C 1.91 -4.03 -0.48
17 C 3.19 -2.17 -2.23
18 H -3.68 0.75 -3.61
19 H -4.90 -0.39 -1.76
20 H -3.07 -1.02 1.06
21 H -2.15 -0.99 2.58
22 H -3.07 -2.45 2.13
23 H 0.00 -2.90 3.01
24 H 0.44 -4.07 1.75
25 H -1.20 -4.10 2.47
26 H -2.18 -2.82 -1.18
27 H -2.76 -3.80 0.19
28 H -1.23 -4.23 -0.62
29 H 4.89 1.20 0.56
30 H 3.39 2.18 0.50
31 H 3.79 1.11 -0.86
32 H 4.05 0.61 3.09
33 H 2.51 -0.21 3.46
34 H 2.48 1.46 2.86
35 H 5.01 -1.13 1.72
36 H 4.45 -1.81 0.17
37 H 3.70 -2.33 1.69
38 H 0.99 -2.77 -3.60
39 H -0.33 -2.01 -2.69
40 H -0.01 -3.76 -2.50
41 H 2.67 -4.59 -1.05
42 H 1.00 -4.63 -0.44
43 H 2.29 -3.88 0.54
44 H 2.96 -2.03 -3.29
45 H 3.81 -3.07 -2.11
46 H 3.74 -1.30 -1.87
47 C 1.08 0.97 -3.66
48 C 2.23 1.42 -4.36
49 C 2.11 1.90 -5.66
50 C 0.85 1.93 -6.28
51 C -0.27 1.44 -5.61
52 C -0.17 0.95 -4.31
53 S 1.33 0.59 -2.02
54 H -0.44 0.21 1.23
55 H 3.20 1.40 -3.85
56 H 2.99 2.25 -6.18
57 H 0.76 2.35 -7.29
58 H -1.23 1.44 -6.11
59 H -1.05 0.57 -3.78
60 C -3.68 1.96 1.90
61 N -2.94 3.14 1.37
62 C -3.12 4.33 2.24
63 C -1.45 2.82 1.07
64 C -0.79 2.14 2.23
65 C -0.62 2.85 3.43
66 C -0.40 2.16 4.63
67 C -0.18 0.78 4.60
68 C -0.10 0.13 3.37
69 C -0.38 0.80 2.18
70 H -3.15 1.58 2.78
71 H -3.75 1.20 1.12
72 H -4.68 2.29 2.19
73 H -3.36 3.37 0.46
74 H -2.81 4.09 3.26
75 H -2.53 5.16 1.84
76 H -4.18 4.59 2.23
77 H -1.45 2.24 0.14
78 H -1.00 3.80 0.84
79 H -0.71 3.94 3.44
80 H -0.44 2.69 5.58
81 H -0.08 0.21 5.53
82 H 0.17 -0.93 3.35

Atom charges from the Löwdin analysis, given in e for atoms 1 to 4: 0.065, 0.821, 0.785, 0.752


3.
The following is a quantum chemistry calculation of the ion C6H8ClN2S with charge +1 at a distorted geometry, from the Open Molecules 2025 dataset.

## Properties
Calculated total energy   -1200.80181 Eh
Kohn-Sham gap   6.56 eV
Charge   +1
HOMO   -12.6 eV
Largest force on an atom   0.0822 hartree/bohr
Relative energy (zero: lowest compared OMol25 entry of this formula, charge and spin)   1.928 eV
2S+1   1

Positions of all 18 atoms, in Å:
1 C 3.20 -1.02 -0.34
2 C 3.57 0.17 0.14
3 C 0.27 -0.10 0.09
4 C -2.24 -0.40 0.77
5 C -2.23 -0.21 -0.70
6 C -1.12 0.43 0.02
7 N 2.23 -1.84 -0.27
8 N -1.00 1.84 0.01
9 S 0.69 -1.65 0.02
10 Cl 4.40 1.30 0.91
11 H 4.02 -1.26 -1.16
12 H -3.02 -0.10 1.48
13 H -1.93 -1.40 1.11
14 H -2.16 -1.16 -1.27
15 H -3.06 0.30 -1.32
16 H -1.04 2.20 0.98
17 H 1.21 0.67 0.06
18 H -1.78 2.24 -0.53

Atom charges from the Löwdin analysis, given in e for atoms 1 to 4: -0.344, -0.446, -0.280, -0.059


4.
The following is a quantum chemistry calculation of a structure of composition C27H57HfN2OP3 at a distorted geometry, from the Open Molecules 2025 dataset.

## Properties
Calculated total energy   -2319.89041 Eh
Kohn-Sham gap   6.05 eV
Charge   0
HOMO   -5.5 eV
Largest force on an atom   0.0545 hartree/bohr
2S+1   1

Positions of all 91 atoms, in Å:
1 Hf -0.02 -0.83 -1.01
2 P 2.76 -1.29 -1.71
3 P -2.63 -1.25 -1.65
4 N 0.12 0.10 -2.76
5 H 1.59 -3.72 0.59
6 C 3.28 -2.77 -2.65
7 H 4.37 -2.84 -2.69
8 H 2.89 -2.72 -3.67
9 H 2.89 -3.67 -2.16
10 C 3.98 -1.43 -0.34
11 H 4.98 -1.60 -0.76
12 H 3.70 -2.28 0.30
13 H 3.99 -0.52 0.27
14 C 3.54 0.02 -2.76
15 H 4.64 -0.02 -2.69
16 H 3.19 1.01 -2.43
17 H 3.24 -0.13 -3.81
18 C -3.58 -2.61 -2.38
19 H -4.65 -2.44 -2.24
20 H -3.30 -3.54 -1.86
21 H -3.34 -2.69 -3.44
22 C -3.31 -1.20 0.05
23 H -4.40 -1.09 0.02
24 H -2.85 -0.34 0.56
25 H -3.06 -2.13 0.59
26 C -3.32 0.31 -2.34
27 H -4.39 0.38 -2.13
28 H -3.15 0.33 -3.43
29 H -2.80 1.18 -1.90
30 C 0.13 0.75 -3.90
31 C 0.17 0.82 -6.36
32 C 0.14 0.08 -5.18
33 C 0.14 2.18 -3.90
34 C 0.17 2.88 -5.09
35 C 0.19 2.22 -6.32
36 H 0.18 0.30 -7.32
37 H 0.13 -1.01 -5.21
38 H 0.12 2.68 -2.94
39 H 0.18 3.97 -5.06
40 H 0.22 2.80 -7.24
41 C 0.53 -3.82 0.31
42 O 0.24 -2.68 -0.48
43 C 0.34 -5.08 -0.52
44 H 0.07 -5.95 0.10
45 H 1.27 -5.33 -1.06
46 H -0.45 -4.94 -1.26
47 C -0.30 -3.81 1.59
48 H -1.31 -4.20 1.38
49 H -0.43 -2.80 1.99
50 H 0.18 -4.42 2.36
51 C -3.01 0.83 2.78
52 C -1.54 0.77 3.24
53 C -1.44 1.72 4.46
54 C -1.30 -0.67 3.70
55 P -0.27 1.17 1.93
56 N -0.32 0.33 0.56
57 C -0.43 2.98 1.44
58 C 0.15 3.88 2.53
59 C 0.30 3.22 0.11
60 C -1.90 3.34 1.19
61 C 1.46 0.73 2.59
62 C 1.71 -0.78 2.50
63 C 2.46 1.42 1.65
64 C 1.72 1.19 4.03
65 H -3.63 0.98 3.67
66 H -3.33 -0.12 2.34
67 H -3.24 1.65 2.10
68 H -2.06 1.29 5.26
69 H -0.43 1.82 4.87
70 H -1.85 2.72 4.25
71 H -1.41 -1.36 2.85
72 H -0.34 -0.81 4.20
73 H -2.08 -0.93 4.42
74 H 1.22 3.74 2.67
75 H -0.02 4.92 2.22
76 H -0.34 3.74 3.50
77 H -0.02 2.48 -0.63
78 H 0.03 4.22 -0.26
79 H 1.39 3.18 0.21
80 H -2.36 2.64 0.48
81 H -2.50 3.43 2.10
82 H -1.93 4.33 0.71
83 H 1.43 -1.18 1.52
84 H 2.78 -0.96 2.64
85 H 1.18 -1.37 3.25
86 H 2.48 2.51 1.79
87 H 3.46 1.04 1.88
88 H 2.23 1.18 0.61
89 H 1.55 2.26 4.19
90 H 1.15 0.62 4.77
91 H 2.78 0.99 4.24

Atom charges from the Löwdin analysis, given in e for atoms 1 to 4: 1.109, 0.775, 0.753, -0.257


5.
The following is a quantum chemistry calculation of a structure of composition C28H27BaN3SSi at a distorted geometry, from the Open Molecules 2025 dataset.

## Properties
Calculated total energy   -1960.53696 Eh
Kohn-Sham gap   3.73 eV
Charge   0
HOMO   -4.8 eV
Largest force on an atom   0.0602 hartree/bohr
Relative energy (zero: lowest compared OMol25 entry of this formula, charge and spin)   0.000 eV
2S+1   1

Positions of all 61 atoms, in Å:
1 C 1.24 2.59 0.74
2 C 0.28 2.64 -0.32
3 C -1.01 2.45 0.25
4 H 0.50 2.82 -1.38
5 C -0.86 2.27 1.65
6 C 0.53 2.36 1.95
7 H 1.01 2.22 2.94
8 H 2.34 2.65 0.65
9 H -1.97 2.50 -0.30
10 H -1.68 2.10 2.37
11 Ba 0.49 -0.22 0.78
12 C -1.33 -3.44 -4.91
13 H -2.04 -3.45 -4.08
14 H -1.62 -2.67 -5.64
15 H -0.32 -3.23 -4.54
16 Si -0.01 -0.78 -2.37
17 C 1.75 -0.55 -2.87
18 C 2.55 0.62 -2.82
19 H 2.18 1.52 -2.33
20 C 3.81 0.62 -3.44
21 H 4.41 1.54 -3.48
22 C 4.30 -0.56 -4.04
23 H 5.27 -0.56 -4.53
24 C 3.54 -1.74 -4.01
25 H 3.93 -2.66 -4.48
26 C 2.29 -1.75 -3.40
27 H 1.69 -2.66 -3.35
28 C -1.13 0.50 -3.05
29 C -0.68 1.08 -4.25
30 H 0.30 0.82 -4.65
31 C -1.50 1.97 -4.95
32 H -1.17 2.38 -5.91
33 C -2.76 2.31 -4.41
34 H -3.41 2.99 -4.97
35 C -3.19 1.78 -3.18
36 H -4.17 2.06 -2.78
37 C -2.36 0.90 -2.48
38 H -2.67 0.49 -1.51
39 H -0.55 -2.17 -2.10
40 H -1.34 -4.42 -5.41
41 N -0.33 -1.45 5.45
42 C -0.37 -0.15 5.97
43 C -0.49 0.27 7.29
44 C -0.54 1.66 7.52
45 C -0.48 2.55 6.44
46 C -0.37 2.10 5.12
47 C -0.30 0.71 4.87
48 N -0.18 -0.08 3.71
49 C -0.23 -1.38 4.09
50 C -0.20 -2.61 3.24
51 C -0.24 -3.95 3.57
52 S -0.13 -4.97 2.16
53 C -0.01 -3.52 1.15
54 N -0.13 -2.39 1.86
55 H -0.38 -2.30 5.95
56 H -0.55 -0.49 8.07
57 H -0.63 2.05 8.55
58 H -0.52 3.63 6.64
59 H -0.33 2.77 4.26
60 H -0.35 -4.32 4.61
61 H 0.10 -3.42 0.07

Atom charges from the Löwdin analysis, given in e for atoms 1 to 4: -0.295, -0.240, -0.222, 0.089


6.
The following is a quantum chemistry calculation of an isolated molecule of C4H8N2O2 at a distorted geometry, from the Open Molecules 2025 dataset.

## Properties
Calculated total energy   -417.13288 Eh
Kohn-Sham gap   9.65 eV
Charge   0
HOMO   -9.0 eV
Largest force on an atom   0.1396 hartree/bohr
Relative energy (zero: lowest compared OMol25 entry of this formula, charge and spin)   3.349 eV
2S+1   1
SMILES   N[C@@H]1C(C(=O)O)[C@H]1N

Positions of all 16 atoms, in Å:
1 N 2.18 -1.20 0.02
2 C 1.11 -0.31 0.43
3 C 0.02 -0.37 -0.53
4 C -1.25 -0.35 0.18
5 O -1.33 0.19 1.32
6 O -2.34 -0.67 -0.63
7 C 0.97 0.73 -0.46
8 N 0.50 2.04 -0.19
9 H 2.19 -2.15 0.38
10 H 2.92 -0.88 0.58
11 H 0.93 -0.06 1.39
12 H 0.17 -1.18 -1.34
13 H -2.07 -1.24 -1.31
14 H 1.58 0.75 -1.40
15 H -0.16 1.92 0.63
16 H 0.02 2.56 -0.98

Atom charges from the Löwdin analysis, given in e for atoms 1 to 4: 0.079, -0.314, -0.160, -0.385


7.
The following is a quantum chemistry calculation of a structure of composition C55H40Br2ClN9O3SiY, from the Open Molecules 2025 dataset.

## Properties
Calculated total energy   -8774.85660 Eh
Kohn-Sham gap (alpha / beta)   5.16 / 5.94 eV
Charge   -1
HOMO (alpha / beta)   -3.8 / -5.1 eV
Largest force on an atom   0.0194 hartree/bohr
Relative energy (zero: lowest compared OMol25 entry of this formula, charge and spin)   0.000 eV
2S+1   1

Positions of all 112 atoms, in Å:
1 Y 0.24 -0.01 0.02
2 C 5.26 -1.89 -4.40
3 C 5.23 -3.11 -3.72
4 C 4.24 -3.40 -2.79
5 C 3.28 -2.43 -2.56
6 C 2.10 -2.38 -1.70
7 N 1.73 -3.44 -0.99
8 C 0.75 -3.47 -0.14
9 C 0.22 -4.77 0.31
10 C 0.57 -6.07 0.00
11 C -0.18 -7.09 0.57
12 C -1.23 -6.81 1.43
13 C -1.58 -5.50 1.74
14 C -0.84 -4.49 1.16
15 C -0.94 -3.02 1.21
16 N -1.90 -2.46 1.82
17 C -2.83 -0.42 0.92
18 N -2.07 0.19 -0.17
19 C -2.58 1.36 -0.46
20 N -2.29 2.18 -1.49
21 C -1.23 2.00 -2.23
22 N -0.28 1.04 -2.14
23 C 0.70 1.34 -3.04
24 N 1.79 0.68 -3.34
25 C 2.12 -0.48 -2.80
26 N 1.44 -1.21 -1.86
27 C 3.30 -1.21 -3.25
28 C 4.29 -0.93 -4.18
29 C 0.34 2.54 -3.81
30 C 0.96 3.21 -4.84
31 C 0.31 4.31 -5.37
32 C -0.93 4.72 -4.88
33 C -1.55 4.05 -3.84
34 C -0.90 2.95 -3.31
35 C -3.65 1.71 0.47
36 C -4.43 2.85 0.54
37 C -5.43 2.90 1.49
38 C -5.66 1.80 2.31
39 C -4.88 0.65 2.23
40 C -3.81 0.63 1.34
41 N 0.06 -2.45 0.44
42 H 6.05 -1.70 -5.11
43 H 5.99 -3.85 -3.93
44 H 4.21 -4.34 -2.27
45 H 1.40 -6.28 -0.67
46 H 0.05 -8.13 0.34
47 H -1.80 -7.63 1.87
48 H -2.39 -5.27 2.43
49 H 4.30 0.02 -4.70
50 H 1.93 2.88 -5.21
51 H 0.77 4.86 -6.19
52 H -1.41 5.58 -5.33
53 H -2.50 4.37 -3.44
54 H -4.25 3.66 -0.15
55 H -6.07 3.77 1.57
56 H -6.47 1.83 3.03
57 H -5.14 -0.20 2.83
58 Br 1.91 4.99 -1.81
59 C 2.67 3.35 -1.49
60 Br 2.88 0.37 0.49
61 H 2.84 3.08 -0.47
62 H 2.73 2.66 -2.32
63 C -5.22 -0.78 -1.00
64 Si -3.84 -1.75 -0.12
65 C -2.82 -2.52 -1.51
66 C -4.67 -3.09 0.93
67 N -1.85 -1.02 1.83
68 C -1.78 -0.64 3.21
69 C -2.84 -0.81 4.09
70 C -2.74 -0.46 5.43
71 C -1.55 0.04 5.91
72 C -0.44 0.11 5.07
73 C -0.53 -0.26 3.74
74 O 0.56 -0.37 2.92
75 C 1.78 -0.01 3.47
76 C 2.09 1.31 3.72
77 C 3.34 1.64 4.22
78 C 4.26 0.64 4.49
79 C 3.94 -0.69 4.24
80 C 2.70 -1.02 3.73
81 H -5.74 -1.45 -1.70
82 H -4.82 0.05 -1.58
83 H -5.96 -0.38 -0.31
84 H -3.43 -3.24 -2.06
85 H -1.94 -3.04 -1.14
86 H -2.48 -1.76 -2.22
87 H -5.60 -3.42 0.44
88 H -4.92 -2.74 1.93
89 H -4.01 -3.95 1.02
90 H -3.75 -1.26 3.72
91 H -3.59 -0.58 6.09
92 H -1.45 0.33 6.94
93 H 0.50 0.45 5.47
94 H 1.36 2.07 3.48
95 H 3.60 2.67 4.39
96 H 5.24 0.90 4.89
97 H 4.67 -1.46 4.44
98 H 2.44 -2.04 3.50
99 Cl -3.17 7.89 1.89
100 C -2.38 6.37 1.59
101 C -2.15 5.51 2.66
102 C -1.52 4.30 2.42
103 C -1.09 3.97 1.14
104 C -1.34 4.84 0.08
105 C -1.98 6.05 0.31
106 C -0.39 2.66 0.90
107 O -0.58 1.72 1.70
108 O 0.37 2.55 -0.09
109 H -2.46 5.78 3.65
110 H -1.35 3.60 3.23
111 H -1.02 4.57 -0.91
112 H -2.16 6.73 -0.51

Atom charges from the Löwdin analysis, given in e for atoms 1 to 4: 1.319, -0.093, -0.096, -0.018